The following is a DFT calculation (ωB97M-V with the def2-TZVPD basis set) of C3H2CaFO2 as an isolated structure.

- HOMO-LUMO gap (alpha / beta) (eV) = 5.5 / 5.6
- total charge = +1
- lowest unoccupied orbital energy (alpha / beta) (hartree) = -0.2045 / -0.2045
- highest occupied orbital energy (alpha / beta) (eV) = -11.058 / -11.139
- energy relative to the best compared isomer or geometry (same formula, charge and spin) (kJ/mol) = 411.6
- DFT total energy (eV) = -28383.0837

XYZ file:
```
9
C3H2CaFO2, DFT ωB97M-V with the def2-TZVPD basis set
F -3.33 0.66 0.05
H -2.14 -1.87 -0.92
O -0.86 -0.16 -0.28
C -1.99 -0.69 -0.68
C -3.14 -0.80 -0.01
H -3.40 -1.47 0.80
Ca 1.10 -0.19 -0.05
O 4.65 0.29 -0.04
C 3.54 0.16 0.01
```

The following is a DFT calculation (ωB97M-V with the def2-TZVPD basis set) of C3H2CaO2 as an isolated structure.

- HOMO-LUMO gap (alpha / beta) (eV) = 8.1 / 6.6
- total charge = +1
- expectation value of S² = 0.753
- lowest unoccupied orbital energy (alpha / beta) (hartree) = -0.1725 / -0.2278
- highest occupied orbital energy (alpha / beta) (eV) = -12.760 / -12.759
- 2S+1 = 2
- energy relative to the best compared isomer or geometry (same formula, charge and spin) (kJ/mol) = 18.0
- DFT total energy (eV) = -25667.0392

XYZ file:
```
8
C3H2CaO2, DFT ωB97M-V with the def2-TZVPD basis set
H 4.35 1.24 -0.25
O -2.75 -1.87 0.08
H -3.45 -2.15 -0.53
C 3.32 1.07 -0.01
C 2.12 1.13 0.25
O -1.38 -0.15 0.37
C -2.18 -0.79 -0.29
Ca -0.03 1.51 0.38
```

The following is a DFT calculation (ωB97M-V with the def2-TZVPD basis set) of C3H2CeO4 as an isolated structure.

- HOMO-LUMO gap (alpha / beta) (eV) = 7.2 / 7.3
- total charge = +1
- expectation value of S² = 0.751
- lowest unoccupied orbital energy (alpha / beta) (hartree) = -0.2099 / -0.2090
- highest occupied orbital energy (alpha / beta) (eV) = -12.947 / -12.949
- 2S+1 = 2
- energy relative to the best compared isomer or geometry (same formula, charge and spin) (kJ/mol) = 76.5
- DFT total energy (eV) = -24252.2528

XYZ file:
```
10
C3H2CeO4, DFT ωB97M-V with the def2-TZVPD basis set
H 0.00 1.54 2.42
C 1.02 1.34 1.63
C -0.16 1.72 0.86
O -0.28 0.82 -0.12
C -1.42 0.02 -0.59
O -2.53 0.47 -0.57
O -0.89 -1.07 -0.95
Ce 1.20 -0.99 -0.32
O 1.65 0.17 1.36
H 1.65 2.24 1.78
```

The following is a DFT calculation (ωB97M-V with the def2-TZVPD basis set) of C3H2Cl2N2 in the gas phase.

- HOMO-LUMO gap (eV) = 10.2
- SMILES = [H]/N=C(\Cl)C1=N[C@@H]1Cl
- lowest unoccupied orbital energy (hartree) = 0.0050
- highest occupied orbital energy (eV) = -10.027
- energy relative to the best compared isomer or geometry (same formula, charge and spin) (kJ/mol) = 276.9
- DFT total energy (eV) = -31165.5741

XYZ file:
```
9
C3H2Cl2N2, DFT ωB97M-V with the def2-TZVPD basis set
H -0.14 -0.87 -2.80
N 0.12 -0.95 -1.84
C -0.33 -0.02 -1.11
Cl -1.32 1.34 -1.73
C -0.19 -0.10 0.35
N -0.61 -0.77 1.39
C 0.57 0.11 1.65
Cl 0.49 1.68 2.28
H 1.41 -0.41 1.79
```

The following is a DFT calculation (ωB97M-V with the def2-TZVPD basis set) of a 2-piece molecular cluster, C3H2Cl2O2 overall.

- HOMO-LUMO gap (alpha / beta) (eV) = 8.3 / 7.4
- lowest unoccupied orbital energy (alpha / beta) (hartree) = -0.0458 / -0.0666
- highest occupied orbital energy (alpha / beta) (eV) = -9.506 / -9.165
- energy relative to the best compared isomer or geometry (same formula, charge and spin) (kJ/mol) = 411.9
- DFT total energy (eV) = -32279.0712

XYZ file:
```
9
C3H2Cl2O2, DFT ωB97M-V with the def2-TZVPD basis set
C -0.79 0.46 -0.70
C 3.19 0.42 -0.17
C 0.32 0.95 -0.03
O -1.44 1.23 -1.45
O 3.60 1.42 0.28
Cl 3.64 -1.26 -0.44
Cl 0.81 2.54 0.16
H -0.95 -0.67 -0.78
H 0.65 0.40 0.78
```

The following is a DFT calculation (ωB97M-V with the def2-TZVPD basis set) of a 2-piece molecular cluster, C3H2Cl2S overall.

- HOMO-LUMO gap (eV) = 8.2
- lowest unoccupied orbital energy (hartree) = -0.0299
- highest occupied orbital energy (eV) = -9.040
- energy relative to the best compared isomer or geometry (same formula, charge and spin) (kJ/mol) = 240.1
- DFT total energy (eV) = -39019.6189

XYZ file:
```
8
C3H2Cl2S, DFT ωB97M-V with the def2-TZVPD basis set
C 0.15 0.72 0.17
C -1.55 -0.52 0.19
C 1.26 0.09 -0.18
S -2.96 -0.14 -0.36
Cl 2.85 0.82 -0.39
Cl 1.31 -1.57 -0.49
H 0.06 1.85 0.30
H -1.12 -1.25 0.76
```